[1]
2 unconnected molecules or ions with the total composition C25H50NO4P, computed with ωB97M-V/def2-TZVPD.

XYZ file:
```
81
Properties=species:S:1:pos:R:3:forces:R:3:mulliken_charge:R:1
H -1.36848 -5.98547 4.27625 -0.46 2.06 -1.55 0.31
C -2.75202 -4.17798 4.35598 -1.55 -0.67 0.52 -0.22
H 1.84421 6.42175 -4.30890 -0.01 -0.21 0.11 0.44
O 0.53857 -4.00787 5.68586 0.38 -2.00 -3.11 -0.33
C -4.19796 -4.26774 3.51991 -0.53 0.10 0.83 -0.96
H -1.20394 3.21752 -3.33859 0.21 -0.18 0.00 0.52
H 0.14035 0.60152 -3.82407 0.14 0.27 -0.05 0.63
H 1.58316 0.18491 -2.97189 0.13 0.36 0.05 0.80
H 1.77790 -2.51245 4.98071 -2.55 0.15 0.56 0.24
C -2.67329 1.94452 -1.28607 -0.10 -0.28 0.21 0.32
C 0.77105 -4.90535 4.50693 2.86 -3.09 -0.29 0.12
H 2.80866 4.55194 -3.00522 0.03 -0.07 -0.14 0.23
H 4.60640 0.58643 -1.09784 -0.18 0.08 -0.05 0.44
C -0.19462 -4.30948 3.27950 0.72 0.72 1.43 0.23
H 1.05778 -2.51505 2.96278 -1.70 -0.77 1.34 -0.05
H -2.98375 -4.72089 5.39424 0.65 1.26 -2.24 0.28
H 0.82571 5.25130 -6.23404 -0.09 -0.04 0.05 0.36
C 3.46993 0.41810 0.69559 -0.02 -0.08 0.12 -1.40
H -2.97702 -6.52844 2.37064 1.78 2.01 -0.68 0.33
H 3.66196 -0.65082 0.82242 -0.07 0.15 0.09 0.39
H -3.86465 2.42441 -3.03307 0.04 -0.07 -0.05 0.34
C 0.20991 -1.35511 6.07161 -0.27 5.28 4.70 0.04
C 1.25710 5.51253 -4.12591 -0.05 0.16 0.02 -0.41
H 2.47650 0.63400 1.10004 0.08 -0.06 0.06 0.23
H 1.78336 -1.76645 -0.64722 0.02 -0.03 0.01 0.33
H -0.36909 4.29983 -2.27438 0.36 0.05 -0.22 0.01
H -1.22131 3.16444 -0.27651 -0.09 0.06 -0.05 0.35
C -0.22250 -0.42199 -2.03053 -0.77 -0.06 0.25 -1.19
H 1.78402 3.76342 -0.89726 -0.25 -0.02 -0.13 0.64
C -2.12775 -5.72013 2.14595 0.73 -0.95 0.94 -1.31
H 4.20511 0.96413 1.29510 -0.13 -0.05 -0.05 0.43
C 0.60316 -2.64410 5.13777 2.51 1.19 -1.31 0.43
C 3.28092 2.27090 -1.04263 0.42 -0.29 -0.35 -1.08
H -2.47386 -4.92233 1.36308 0.68 -1.61 1.48 0.18
C 1.80353 2.67081 -1.00300 0.31 0.60 1.05 -1.11
C 0.06075 -2.72829 3.58328 1.85 0.30 -1.19 -0.28
H -0.04319 -1.40684 -2.48155 0.14 0.23 0.03 0.58
H 0.70225 5.71462 -3.20795 -0.03 0.02 0.02 0.26
H -2.45687 1.40732 -3.39150 -0.06 0.00 -0.02 0.30
O 1.57493 -5.98229 4.45017 -5.39 7.07 0.90 -0.63
C -1.73018 3.14004 -1.24667 -0.55 0.00 0.56 -0.99
H -0.38506 -0.76266 2.87421 -0.78 -1.59 0.30 0.31
H 0.27822 -2.64218 -0.32029 0.07 0.11 -0.02 0.53
H -1.42626 -1.99109 2.22213 0.93 0.42 1.08 0.20
H 0.16227 -4.47137 2.17448 -0.46 -0.26 2.38 0.30
H 3.82655 2.87605 -0.30541 -0.23 -0.06 -0.15 0.54
H -5.07366 -3.70548 4.10373 2.09 -1.07 -1.15 0.34
H 2.93415 0.15552 -1.36794 -0.06 -0.06 -0.08 -0.24
H -0.37644 6.20554 -5.34999 0.10 -0.15 -0.07 0.37
C 1.67188 2.93482 -3.87773 0.34 -0.32 -0.39 -1.46
H -4.13810 -3.78219 2.45352 -0.09 -1.09 2.03 0.20
H 2.52429 2.25584 -4.00234 -0.14 -0.08 0.06 0.53
H -2.36004 4.04051 -1.28158 0.31 -0.05 -0.06 0.43
C 0.58245 0.60320 -2.81883 0.04 -1.31 -0.76 -1.09
H 3.70094 2.53069 -2.01794 -0.01 0.14 0.02 0.31
H -2.16502 1.07877 -0.86865 0.03 -0.16 0.00 -0.39
H -3.85930 0.70714 -2.59236 0.03 0.18 -0.06 0.41
C -1.61124 -5.04240 3.58556 -0.28 -1.03 -0.52 0.23
H 1.04133 2.75449 -4.75444 -0.10 -0.05 0.15 0.71
H -3.50874 2.13726 -0.60167 0.21 0.04 -0.06 0.47
H -0.34472 4.45505 -5.16521 0.00 0.03 -0.06 0.24
O -1.01834 -0.99823 6.46332 5.13 -2.85 -2.73 -0.63
H -4.56275 -5.40326 3.46713 0.91 2.56 -0.13 0.21
H -0.95253 -0.58547 -0.01584 0.14 0.15 -0.05 0.42
H -1.28226 -0.24227 -2.21176 0.01 0.10 -0.06 0.26
C 0.01531 -0.50276 -0.52554 -0.29 -0.47 0.22 0.52
C 0.83045 -1.71940 -0.11543 0.18 -0.01 0.30 -1.26
H -1.18585 -6.34280 1.76023 -2.10 1.46 0.56 0.42
C -0.70693 3.26805 -2.36426 -0.87 0.75 0.12 -0.61
C 3.58047 0.79866 -0.77162 0.31 -0.05 0.14 0.21
H 1.33381 2.30286 -0.08820 -0.10 -0.07 -0.07 0.76
H 1.03537 -1.68784 0.96020 0.01 -0.12 -0.21 -0.12
C -3.24149 1.60867 -2.65624 -0.08 -0.08 0.02 -1.34
C 0.28767 5.33747 -5.28538 -0.07 0.13 -0.02 -1.24
N -0.88614 -1.67090 3.05937 0.05 -0.55 -0.07 -0.45
C 2.23408 4.35154 -3.91780 0.28 0.63 0.12 -0.73
P 0.78885 2.32013 -2.41848 0.46 0.25 -0.69 1.17
H 2.95867 4.39270 -4.74428 -0.13 -0.18 0.20 0.48
O 1.33988 -0.51009 6.56443 -4.82 -4.95 -3.43 -0.73
H -2.48676 -3.07469 4.62550 -0.26 -2.03 -0.76 0.22
H 0.47825 0.40471 -0.14765 0.08 0.13 0.07 -0.29
```
Forces are in eV/Å.

For the energy above the lowest of the compared OMol25 structures with the same formula, charge and spin, the calculation gives 6.743 eV.

[2]
7 unconnected molecules or ions with the total composition C25H51N6O14PS, computed with ωB97M-V/def2-TZVPD.

XYZ file:
```
98
Properties=species:S:1:pos:R:3:forces:R:3:mulliken_charge:R:1
H -5.55006 -2.33326 -0.47375 -0.01 0.17 0.10 0.40
O 0.55840 1.10168 -6.92706 -0.67 -0.93 1.75 -0.49
C 3.17248 1.79285 1.57329 -0.34 0.35 0.17 -0.85
H 0.78402 9.61357 -1.09316 0.25 0.04 -0.15 0.28
H -1.50947 -3.64843 -4.38133 -0.06 1.13 -1.36 0.36
C 2.86329 -3.31675 -1.25641 -0.32 0.33 0.05 0.82
O -1.41555 6.28819 0.21854 0.16 0.05 -0.07 -0.69
H -3.45456 -2.14115 2.75225 -0.36 0.04 0.15 -0.03
C 0.89339 -2.32468 -6.06826 1.06 -0.55 1.16 -0.56
H 4.18435 2.35497 -2.28756 -0.13 0.11 0.33 0.36
C -3.42935 -2.61457 -0.41737 0.48 -0.31 -0.17 0.78
H -2.40329 -3.54181 1.01552 -0.13 0.06 -0.01 0.19
H 0.14915 -3.26179 8.50859 0.04 0.12 -0.10 0.32
H -4.60266 -0.83958 -0.18579 -0.17 -0.08 0.07 0.32
H 4.81090 -4.16207 -0.97944 -0.04 -0.16 -0.06 0.43
O 2.54099 3.96198 -1.24785 0.35 -0.46 0.06 -0.62
H 3.87751 1.12223 1.08722 -0.10 0.13 -0.04 0.35
C -3.15840 2.91623 3.56753 -0.47 0.10 -0.14 -0.84
H -2.11681 2.70485 3.79857 -0.15 -0.06 0.01 0.29
H -4.99105 1.84140 3.54406 0.13 0.02 0.03 0.25
S -3.08841 -1.82270 -4.66952 -3.92 1.34 -3.08 1.14
H -2.06029 -0.42717 8.88049 0.17 -0.03 -0.13 0.30
N -4.00286 1.75098 3.73402 0.23 -0.48 0.15 -0.13
C 2.17848 -1.67431 -5.34375 0.09 2.96 0.11 0.31
H 1.00984 -3.46286 -5.97096 -0.19 1.61 -0.32 0.33
O -4.32889 -2.64562 -4.51431 3.79 1.57 0.78 -0.61
H -1.86653 0.89805 5.25729 0.18 -0.06 -0.12 0.54
H 1.26208 -1.23276 6.58183 -0.06 -0.06 0.10 0.23
H 0.83248 -3.63973 6.91097 0.01 -0.22 0.19 0.28
H 1.53618 -5.93376 0.03400 0.16 -0.21 0.10 0.29
H 2.03984 3.50555 1.03540 0.09 -0.14 0.02 0.15
O 3.96596 0.93314 -3.82016 0.84 -4.61 -1.36 -0.49
N 2.13299 -3.98483 -0.32290 0.33 0.24 -0.32 -0.14
H 2.31037 1.22074 1.92240 0.18 -0.19 0.11 0.24
C -1.33471 -1.21715 8.68752 -0.14 0.03 0.10 -1.33
N 2.70026 2.82917 0.68042 0.14 0.03 -0.38 0.00
H -4.66606 -1.56379 -1.80010 0.10 -0.14 0.16 0.11
O -0.41337 0.36034 7.14369 -0.02 -0.18 0.14 -0.66
H 1.31621 -3.47719 -0.01186 0.05 -0.09 -0.07 0.21
C -3.63866 0.50027 4.12635 -0.52 -0.10 -0.07 0.73
H -0.74056 -0.84962 -5.64476 0.50 -1.30 0.58 0.12
H 1.87911 -2.99259 8.19687 -0.07 -0.26 0.10 0.29
H -2.29912 -0.14720 -3.43050 -0.31 -0.78 -0.15 0.32
C 2.39220 -5.29020 0.24632 -0.41 0.24 0.14 -0.91
H 1.63098 8.09012 -1.44733 -0.16 -0.02 0.03 0.32
N 0.63862 -1.61251 7.28033 -0.37 0.18 0.16 -0.16
C 3.69535 -0.18401 -4.28287 -2.22 3.98 0.27 0.40
O -3.29017 -0.79055 -5.76975 1.54 -1.98 3.16 -0.63
C 4.01380 2.07442 -1.25215 0.05 0.20 0.07 -1.33
C -2.18706 0.25607 4.43477 0.04 -0.01 0.01 -1.36
C 0.93835 6.03942 -0.13638 -0.17 0.27 0.00 -1.02
C 0.69176 8.62815 -1.55467 -0.46 0.20 -0.02 -0.80
N -0.41122 7.93227 -0.92681 0.08 -0.34 0.18 -0.15
N -3.23555 -2.98678 0.87684 -0.17 0.18 -0.50 -0.12
H -1.79230 -3.30929 -6.22486 -0.33 0.78 1.39 0.39
C -4.06311 -2.68217 2.02733 0.50 -0.29 0.13 -0.52
H -0.07298 1.84740 -7.06193 0.79 -0.61 0.19 0.33
H 3.29373 -5.74354 -0.15955 -0.09 0.13 -0.01 0.35
O 2.50368 -2.20728 -1.63689 0.10 -0.11 -0.13 -0.62
O 3.76697 -3.57435 -4.87142 -0.67 4.07 0.22 -0.53
H -1.33056 8.34892 -0.96965 0.13 -0.05 -0.01 0.24
O 4.39177 -1.41865 -4.23749 -2.29 0.98 -0.79 -0.30
H -4.92964 -2.08061 1.76422 0.16 -0.04 0.00 0.30
H -3.52369 3.70283 4.23047 0.24 0.14 -0.07 0.27
C 4.10198 -3.98131 -1.79059 0.15 0.03 -0.02 -1.24
H 0.46302 8.74873 -2.61555 0.28 0.09 -0.04 0.27
H -1.86978 -2.09786 8.32600 0.05 -0.04 0.17 0.36
O -0.13395 1.23644 -4.16858 -0.16 -1.30 -2.47 -0.41
H -3.23809 3.25375 2.53246 0.22 0.19 0.07 0.32
H 0.80567 5.11221 0.41763 -0.19 0.18 -0.16 0.08
P 1.15637 1.18739 -5.31916 1.34 3.30 0.49 -0.01
C -0.34890 -0.75177 7.65106 0.17 0.45 -0.33 0.82
H 2.49820 -5.17891 1.32738 0.09 -0.27 0.01 0.30
H -1.57954 0.44587 3.54685 0.08 0.11 0.11 0.38
C -0.38363 6.74567 -0.25862 -0.47 -0.09 0.30 0.62
C 3.03476 3.02888 -0.62532 -0.19 0.35 -0.19 0.90
H 4.96762 2.11581 -0.72074 -0.04 -0.18 0.04 0.37
H 1.64874 6.66855 0.40531 0.11 -0.03 -0.15 0.37
H 3.83963 -4.92099 -2.28075 0.16 -0.02 0.08 0.39
C -4.64291 -1.78370 -0.73358 -0.11 0.08 -0.18 -1.09
C 0.87848 -2.95676 7.76159 0.33 0.19 -0.35 -0.83
H 0.84229 -2.02956 -7.17881 0.14 -0.37 1.80 0.32
O -4.48366 -0.38402 4.21835 0.16 0.08 0.03 -0.68
C 3.49757 -2.36999 -4.81690 -0.40 -2.74 -0.72 0.20
C -1.60849 -2.84884 -5.20292 0.81 0.23 1.25 -0.65
H -0.01232 -1.71042 -4.13671 -0.70 0.03 -1.53 0.55
O -2.71480 -1.01981 -3.23140 -0.07 -0.92 -2.20 -0.37
H -0.81595 -1.44635 9.62079 -0.10 -0.15 -0.03 0.39
H -2.04707 -0.78300 4.73369 -0.15 0.12 -0.02 0.25
H 3.61155 1.05958 -1.23014 0.17 -0.02 0.04 0.22
C 2.29325 -0.29587 -5.02109 0.30 -5.62 -0.59 0.47
C -0.37183 -1.83660 -5.21636 0.06 -0.28 0.18 -0.49
H -4.39623 -3.62396 2.46851 -0.18 0.15 0.16 0.27
H 4.57505 -3.33020 -2.52355 -0.12 -0.07 0.18 0.14
H -0.96930 1.15525 -4.69972 0.67 0.00 0.71 0.28
H 3.65674 2.26982 2.42804 0.09 -0.26 0.09 0.30
H 1.32562 5.79743 -1.12535 0.14 0.01 0.22 0.44
O -2.62865 -2.95599 -1.28039 -0.08 -0.14 0.19 -0.63
```
Forces are in eV/Å.

The total energy is -84480.934 eV. The structure (SMILES) is O=C1OC(=O)C(P(O)O)=C1CCCS(=O)(=O)O.CNC(C)=O.CNC(C)=O.CNC(C)=O.CNC(C)=O.CNC(C)=O.CNC(C)=O.

Number 1: F_max 8.9 eV Å⁻¹. Number 2: F_max 5.7 eV Å⁻¹.